This record from the Open Molecules 2025 dataset describes a 8-piece molecular cluster, C24H64O8 overall in a non-equilibrium geometry. The level of theory is ωB97M-V with the def2-TZVPD basis set.

## Properties
F_max, hartree/bohr: 0.04097
Net charge: 0
ΔE to the lowest compared entry with this formula, charge and spin, kJ/mol: 164.05
SMILES: CC(C)O.CC(C)O.CC(C)O.CC(C)O.CC(C)O.CC(C)O.CC(C)O.CC(C)O

CARTESIAN COORDINATES (ANGSTROEM)
C 0.612 -2.916 2.187
C 0.964 -2.218 3.504
C 1.914 -3.095 4.314
O 1.736 -1.037 3.207
H 0.116 -3.860 2.440
H 1.489 -3.083 1.565
H -0.144 -2.376 1.616
H 0.049 -1.997 4.059
H 2.608 -3.609 3.646
H 1.318 -3.902 4.755
H 2.484 -2.555 5.062
H 1.160 -0.462 2.684
C 1.309 -4.847 -0.935
C 1.371 -5.164 -2.462
C 0.770 -3.981 -3.223
O 2.718 -5.369 -2.900
H 0.565 -5.547 -0.547
H 0.952 -3.845 -0.703
H 2.271 -5.011 -0.453
H 0.852 -6.105 -2.627
H -0.304 -4.208 -3.256
H 1.031 -3.979 -4.287
H 0.984 -2.983 -2.858
H 2.964 -4.553 -3.348
C -1.335 -1.013 -5.035
C 0.105 -1.238 -5.457
C 0.182 -2.249 -6.593
O 0.674 -0.019 -5.972
H -1.417 -0.278 -4.227
H -1.762 -1.922 -4.606
H -1.933 -0.671 -5.880
H 0.724 -1.550 -4.614
H 1.216 -2.542 -6.791
H -0.152 -1.785 -7.522
H -0.388 -3.160 -6.412
H 0.081 0.705 -5.752
C -3.220 5.267 2.894
C -3.893 3.908 2.720
C -3.158 3.100 1.657
O -3.802 3.255 3.978
H -2.223 5.186 3.322
H -3.819 5.879 3.571
H -3.209 5.749 1.914
H -4.936 4.109 2.449
H -3.451 2.049 1.653
H -2.088 3.275 1.773
H -3.405 3.461 0.652
H -4.245 2.391 3.941
C 0.557 6.455 1.793
C 1.887 5.991 1.225
C 1.913 4.521 0.853
O 2.050 6.756 0.010
H 0.262 5.894 2.685
H -0.291 6.409 1.112
H 0.654 7.484 2.144
H 2.682 6.199 1.947
H 2.831 4.255 0.329
H 1.041 4.237 0.260
H 1.839 3.859 1.726
H 2.980 6.694 -0.237
C -0.490 -0.781 -0.867
C 0.054 0.042 0.296
C 0.261 1.496 -0.154
O -0.718 0.022 1.488
H -1.051 -0.210 -1.610
H -1.160 -1.550 -0.463
H 0.242 -1.370 -1.423
H 1.033 -0.376 0.543
H -0.707 1.955 -0.382
H 0.775 1.482 -1.120
H 0.800 2.107 0.565
H -1.530 0.506 1.290
C -2.984 -0.461 4.026
C -4.277 -0.233 4.806
C -4.115 0.228 6.245
O -5.064 0.675 4.014
H -3.279 -0.630 2.989
H -2.514 -1.339 4.464
H -2.375 0.443 3.973
H -4.793 -1.203 4.864
H -4.004 1.313 6.302
H -3.215 -0.203 6.695
H -4.909 -0.126 6.904
H -5.792 0.988 4.572
C 3.988 -0.417 -4.515
C 4.245 -1.754 -3.810
C 3.612 -1.751 -2.432
O 3.756 -2.805 -4.656
H 2.926 -0.177 -4.583
H 4.478 -0.429 -5.492
H 4.412 0.449 -3.996
H 5.332 -1.879 -3.736
H 3.585 -2.773 -2.027
H 2.584 -1.396 -2.431
H 4.314 -1.304 -1.729
H 3.840 -2.500 -5.563